# 1
{
  "formula": "H28O14",
  "method": "ωB97M-V/def2-TZVPD",
  "elements": ["H", "H", "H", "H", "H", "H", "H", "H", "H", "H", "H", "H", "H", "H", "H", "H", "H", "H", "H", "H", "H", "H", "H", "H", "H", "H", "H", "H", "O", "O", "O", "O", "O", "O", "O", "O", "O", "O", "O", "O", "O", "O"],
  "coordinates": [[-0.896, 0.440, -0.004], [0.390, -0.298, 0.331], [0.724, 2.769, -0.820], [1.781, 3.778, -1.238], [-2.596, -3.503, -1.626], [-2.722, -4.674, -0.666], [2.098, -0.358, 4.845], [2.677, -1.497, 4.023], [0.228, -0.442, -3.436], [1.317, 0.283, -4.209], [1.851, -3.697, 1.455], [2.589, -4.068, 2.730], [4.634, -1.995, -0.493], [3.619, -1.773, 0.617], [-1.653, 4.623, 0.242], [-3.096, 4.149, 0.185], [-2.341, -0.385, 1.527], [-2.939, 1.009, 1.426], [2.023, 3.408, 2.430], [1.291, 2.571, 3.466], [-1.178, 0.906, -5.557], [-0.956, 1.564, -4.205], [-2.192, -1.751, -2.958], [-2.196, -2.808, -4.050], [2.302, 1.544, 0.559], [2.480, 0.909, -0.810], [-3.510, -0.662, 2.868], [-2.634, -0.118, 3.985], [-0.310, -0.252, -0.330], [1.369, 2.951, -1.513], [-3.133, -3.833, -0.897], [1.844, -1.065, 4.241], [1.106, -0.058, -3.333], [1.734, -3.760, 2.409], [4.086, -1.313, -0.090], [-2.446, 4.669, -0.303], [-2.299, 0.424, 1.004], [2.173, 2.862, 3.210], [-1.636, 1.401, -4.868], [-2.691, -2.510, -3.279], [1.874, 1.459, -0.301], [-2.767, -0.899, 3.435]],
  "forces_ev_per_a": [[0.01, -0.25, -0.04], [0.05, 0.15, -0.33], [0.25, -0.03, -0.54], [-0.06, 0.08, -0.25], [-0.25, 0.14, -0.26], [-0.12, 0.11, 0.11], [-0.01, -0.03, -0.05], [-0.18, -0.02, -0.05], [0.07, 0.01, 0.26], [0.12, 0.00, 0.08], [-0.18, -0.04, 0.02], [-0.11, -0.10, 0.04], [-0.02, 0.13, -0.05], [-0.04, 0.15, -0.02], [-0.04, 0.05, -0.13], [0.00, 0.06, -0.13], [0.53, -0.16, -0.07], [0.07, 0.04, -0.15], [0.08, 0.02, 0.08], [0.08, -0.05, 0.00], [-0.12, 0.11, -0.02], [-0.01, 0.16, 0.13], [-0.12, 0.17, 0.07], [-0.11, -0.03, 0.01], [0.19, -0.37, 0.22], [-0.14, -0.09, -0.14], [-0.29, -0.24, 0.34], [0.10, -0.10, 0.04], [0.30, -0.53, -0.30], [-1.63, 4.02, -2.75], [0.17, -0.41, 0.36], [0.15, 0.14, 0.11], [-0.08, 0.00, -0.34], [0.34, 0.08, -0.11], [0.02, -0.19, 0.09], [0.03, -0.10, 0.24], [-1.01, 0.71, 0.33], [-0.16, 0.01, -0.14], [0.19, -0.25, -0.04], [0.38, 0.05, -0.18], [1.72, -3.49, 3.58], [-0.17, 0.08, -0.03]],
  "lumo_ev": -0.23,
  "charge": 0,
  "homo_ha": -0.3188,
  "spin_multiplicity": 1
}


# 2
{
  "formula": "C3H4N2O",
  "method": "ωB97M-V/def2-TZVPD",
  "elements": ["C", "C", "C", "H", "H", "H", "H", "N", "N", "O"],
  "coordinates": [[0.421, -0.228, 0.011], [-0.402, 0.889, -0.089], [-1.642, 0.279, -0.056], [2.410, 0.580, -0.013], [1.832, -1.272, 0.292], [-0.088, 1.915, 0.129], [-2.562, 0.686, 0.017], [1.779, -0.345, -0.169], [-0.169, -1.406, -0.010], [-1.578, -1.099, -0.110]],
  "forces_ev_per_a": [[0.89, -1.21, -1.83], [-2.02, -0.33, 1.22], [3.28, -1.69, -0.61], [-1.95, -3.67, 0.18], [2.32, 0.90, -0.31], [-0.52, -0.47, -0.49], [-2.94, 1.06, 0.02], [1.29, 2.12, 1.07], [-1.85, 0.85, -0.08], [1.50, 2.43, 0.82]],
  "lumo_ev": 0.89,
  "charge": 0,
  "homo_ha": -0.3290,
  "spin_multiplicity": 1,
  "smiles": "Nc1ccon1"
}


# 3
{
  "formula": "BrClOS",
  "method": "ωB97M-V/def2-TZVPD",
  "elements": ["O", "S", "Cl", "Br"],
  "coordinates": [[-0.207, -1.693, -0.824], [-0.782, -1.260, 0.409], [1.576, 1.928, -0.045], [-0.586, 1.025, 0.460]],
  "forces_ev_per_a": [[0.58, -0.76, -1.69], [-0.47, 1.37, 1.67], [1.17, 0.52, -0.16], [-1.28, -1.13, 0.18]],
  "lumo_ev": [-2.20, -2.32],
  "charge": 0,
  "homo_ha": [-0.3390, -0.3667],
  "spin_multiplicity": 1
}


# 4
{
  "formula": "C44H100N4O12",
  "method": "ωB97M-V/def2-TZVPD",
  "elements": ["C", "C", "C", "C", "C", "C", "N", "O", "C", "C", "C", "H", "H", "H", "H", "H", "H", "H", "H", "H", "H", "H", "H", "H", "H", "H", "H", "H", "H", "H", "C", "C", "C", "C", "C", "C", "N", "O", "C", "C", "C", "H", "H", "H", "H", "H", "H", "H", "H", "H", "H", "H", "H", "H", "H", "H", "H", "H", "H", "H", "C", "C", "C", "C", "C", "C", "N", "O", "C", "C", "C", "H", "H", "H", "H", "H", "H", "H", "H", "H", "H", "H", "H", "H", "H", "H", "H", "H", "H", "H", "C", "C", "C", "C", "C", "C", "N", "O", "C", "C", "C", "H", "H", "H", "H", "H", "H", "H", "H", "H", "H", "H", "H", "H", "H", "H", "H", "H", "H", "H", "C", "C", "O", "O", "H", "H", "H", "H", "H", "H", "C", "C", "O", "O", "H", "H", "H", "H", "H", "H", "C", "C", "O", "O", "H", "H", "H", "H", "H", "H", "C", "C", "O", "O", "H", "H", "H", "H", "H", "H"],
  "coordinates": [[-2.763, -4.208, 1.359], [-1.512, -3.482, 0.829], [-0.251, -4.359, 1.014], [-0.194, -5.539, 0.085], [-0.336, -5.026, -1.334], [-1.637, -4.131, -1.625], [-1.634, -3.079, -0.617], [-2.699, -2.204, -0.860], [-1.529, -3.526, -2.962], [-2.932, -5.048, -1.722], [-1.223, -2.191, 1.720], [-2.809, -4.108, 2.459], [-2.718, -5.275, 1.132], [-3.716, -3.784, 0.992], [0.629, -3.732, 0.803], [-0.297, -4.577, 2.105], [-0.995, -6.283, 0.296], [0.768, -6.065, 0.341], [-0.334, -5.789, -2.159], [0.597, -4.409, -1.400], [-2.162, -2.694, -3.112], [-0.505, -3.171, -3.108], [-1.641, -4.195, -3.837], [-3.745, -4.429, -2.103], [-2.911, -5.844, -2.429], [-3.210, -5.499, -0.734], [-0.990, -2.462, 2.763], [-2.174, -1.583, 1.683], [-0.359, -1.706, 1.361], [-3.527, -2.615, -0.490], [1.953, 1.080, 2.397], [2.129, 2.622, 2.456], [3.525, 2.926, 2.041], [3.770, 4.328, 1.561], [2.730, 4.670, 0.515], [1.217, 4.490, 0.944], [1.191, 3.124, 1.411], [-0.147, 2.821, 1.862], [0.714, 5.483, 2.004], [0.357, 4.542, -0.305], [1.817, 3.083, 3.859], [1.893, 0.654, 1.453], [1.061, 0.787, 2.978], [2.883, 0.546, 2.678], [4.250, 2.666, 2.903], [3.865, 2.283, 1.229], [4.794, 4.223, 1.170], [3.658, 5.081, 2.355], [2.979, 4.059, -0.348], [2.884, 5.702, 0.136], [-0.170, 5.139, 2.472], [1.366, 5.764, 2.830], [0.509, 6.404, 1.503], [0.594, 3.737, -1.003], [-0.753, 4.385, -0.176], [0.341, 5.434, -0.843], [0.724, 3.039, 4.046], [2.139, 4.058, 4.182], [2.270, 2.400, 4.541], [-0.470, 2.253, 1.156], [-4.808, 0.271, 2.107], [-4.116, 1.418, 2.875], [-3.938, 2.591, 1.883], [-3.579, 3.798, 2.629], [-4.522, 4.194, 3.767], [-4.750, 3.065, 4.822], [-4.957, 1.833, 4.014], [-5.271, 0.772, 4.946], [-3.541, 3.035, 5.736], [-5.963, 3.279, 5.720], [-2.738, 0.867, 3.300], [-5.131, -0.511, 2.795], [-4.038, -0.137, 1.473], [-5.695, 0.457, 1.497], [-3.156, 2.318, 1.177], [-4.814, 2.692, 1.251], [-3.353, 4.697, 1.989], [-2.553, 3.698, 3.062], [-5.497, 4.608, 3.496], [-4.025, 5.023, 4.312], [-2.578, 2.997, 5.212], [-3.669, 3.920, 6.319], [-3.623, 2.206, 6.456], [-6.873, 3.454, 5.158], [-6.325, 2.353, 6.199], [-5.810, 4.087, 6.451], [-2.098, 0.738, 2.425], [-2.889, -0.042, 3.920], [-2.160, 1.565, 3.884], [-4.452, 0.288, 5.131], [5.835, -4.128, 1.014], [5.838, -4.095, -0.554], [4.889, -5.212, -1.022], [3.394, -4.896, -0.933], [3.080, -3.510, -1.482], [3.937, -2.417, -0.916], [5.393, -2.810, -1.188], [6.221, -1.739, -0.537], [3.692, -1.167, -1.726], [3.594, -2.097, 0.518], [7.271, -4.433, -1.071], [6.463, -3.250, 1.392], [6.426, -4.967, 1.369], [4.849, -4.073, 1.340], [5.163, -5.541, -2.117], [5.097, -6.142, -0.460], [3.167, -4.789, 0.183], [2.780, -5.719, -1.283], [2.031, -3.280, -1.320], [3.079, -3.526, -2.583], [3.511, -1.524, -2.808], [2.719, -0.695, -1.415], [4.493, -0.448, -1.608], [2.569, -1.672, 0.515], [3.611, -2.899, 1.261], [4.190, -1.219, 0.816], [8.014, -3.746, -0.631], [7.443, -4.331, -2.132], [7.503, -5.495, -0.786], [6.591, -1.379, -1.319], [-1.030, -0.373, -6.556], [-2.312, 0.342, -6.101], [-3.021, -0.530, -5.251], [-0.159, -0.674, -5.442], [-0.539, 0.178, -7.362], [-1.367, -1.365, -6.901], [-2.873, 0.593, -7.044], [-2.021, 1.314, -5.684], [-3.199, -0.131, -4.418], [-0.755, -1.101, -4.833], [3.656, 2.736, -4.315], [3.029, 1.375, -4.408], [1.781, 1.563, -5.054], [3.030, 3.572, -3.289], [3.595, 3.203, -5.324], [4.695, 2.601, -4.000], [2.883, 1.028, -3.387], [3.673, 0.669, -4.843], [1.066, 0.917, -4.965], [2.245, 3.920, -3.728], [-3.120, 2.977, -1.683], [-4.100, 2.020, -2.341], [-3.430, 0.740, -2.755], [-3.788, 4.194, -1.426], [-2.303, 3.050, -2.405], [-2.694, 2.568, -0.765], [-4.478, 2.464, -3.270], [-4.941, 1.794, -1.668], [-2.951, 0.340, -2.013], [-3.943, 4.284, -0.500], [0.395, -0.207, -2.162], [0.042, 0.990, -1.397], [-0.947, 0.727, -0.337], [0.692, -1.388, -1.371], [1.138, 0.069, -2.907], [-0.467, -0.515, -2.748], [-0.299, 1.726, -2.106], [0.884, 1.337, -0.831], [-1.134, -0.206, -0.229], [-0.121, -1.902, -1.159]],
  "forces_ev_per_a": [[0.01, 0.21, 0.55], [0.41, 0.90, 0.61], [-0.83, 0.84, 0.38], [-0.50, -1.73, 0.78], [0.35, 0.61, -0.97], [0.29, -3.15, 0.68], [0.66, -0.06, 0.61], [-1.35, 0.17, 0.91], [2.14, 0.15, -2.08], [-0.09, 0.91, 2.20], [-2.60, -1.26, -0.50], [0.09, -0.03, -0.43], [-0.20, 0.18, 0.04], [0.37, -0.24, 0.05], [-0.15, -0.05, 0.25], [0.48, -0.32, -0.74], [0.36, 0.37, 0.11], [-0.77, 0.32, -0.90], [0.22, 0.47, 1.00], [-1.04, -0.16, -0.82], [-0.96, 0.80, -0.07], [0.14, 0.32, 0.09], [-0.35, -0.11, 0.76], [-0.23, 0.17, 0.35], [0.83, -0.62, -0.63], [0.07, 0.45, -1.04], [-0.40, -0.14, -0.38], [1.32, -0.18, 0.22], [0.85, 0.99, -0.71], [0.88, 0.41, -0.50], [0.50, 0.15, 2.11], [-1.01, -0.98, -0.96], [1.97, -0.42, 1.27], [-0.43, 0.25, 0.56], [-0.11, 1.11, -0.85], [1.56, -0.03, 0.38], [-0.46, -1.18, 0.25], [0.30, 0.09, -0.06], [1.03, 0.53, -0.36], [-1.97, -1.73, 0.01], [-1.33, 0.05, 0.51], [-0.78, -0.04, -2.38], [0.61, -0.18, -0.11], [-0.46, 0.45, 1.02], [-1.15, 0.39, -1.08], [-0.35, -0.32, -0.15], [-0.29, 1.12, -0.07], [0.62, -0.28, 0.08], [-0.60, -0.34, -0.30], [-0.21, -0.31, 0.36], [-1.11, -0.51, 0.19], [0.55, -0.39, -0.19], [-0.38, 0.81, -0.36], [0.54, 0.06, 0.07], [0.95, 0.04, 0.72], [0.68, 1.85, -0.75], [0.55, -0.05, -0.17], [0.33, 0.60, -0.40], [0.38, -0.65, 0.59], [-0.14, -0.34, -0.10], [-0.16, -0.38, 0.63], [-0.33, -0.40, -0.31], [-0.22, -1.21, 0.07], [1.61, 2.66, 0.63], [-0.04, 0.50, 1.17], [0.76, -0.39, -1.39], [-1.19, 0.09, 0.65], [0.48, -0.14, -1.07], [0.06, -0.93, 0.25], [-1.12, -0.40, -0.12], [-0.17, 0.18, 0.35], [0.22, -0.08, 0.12], [0.22, -0.38, -0.51], [0.16, 0.75, 0.13], [0.31, -0.17, 0.11], [-0.59, 0.19, 0.20], [-0.71, -0.68, 0.21], [-0.65, -0.40, -0.08], [0.06, -0.29, -0.58], [-0.26, -0.28, -0.23], [-0.25, 0.19, 0.28], [0.63, 0.75, 0.49], [0.18, 0.05, -0.29], [-0.04, 0.77, -0.59], [1.03, 0.33, 0.34], [-0.07, -0.34, -0.27], [-0.20, -0.71, -0.02], [0.46, 0.21, -0.66], [-0.06, 0.32, 0.39], [0.05, 0.22, 0.07], [3.23, 1.84, -1.27], [0.36, -0.46, -0.13], [0.30, -1.36, -2.34], [0.59, 0.99, 2.40], [-0.98, -1.40, -1.15], [1.22, -0.27, -0.38], [-0.13, 0.43, 1.68], [-1.25, -1.65, 0.15], [-1.74, -0.03, -1.62], [-0.83, 1.29, 0.68], [0.09, -0.24, 1.16], [-1.23, -0.81, -0.44], [-0.47, -0.53, -0.05], [-1.16, -0.34, 1.07], [-0.54, 0.92, 1.71], [0.05, 0.51, 0.03], [0.09, -0.49, -1.12], [-0.11, 0.07, -0.36], [0.02, 0.33, 0.49], [0.67, 0.04, 0.11], [0.69, 1.04, 1.38], [1.23, -0.46, -0.20], [0.11, 0.11, -0.24], [0.27, -0.48, -0.06], [0.09, 0.39, -0.29], [0.16, -0.64, 0.29], [-0.28, -0.41, 0.21], [-0.60, -0.05, -0.50], [-0.06, 1.02, -0.16], [0.78, 0.74, -1.01], [-0.92, -0.93, 0.42], [0.75, 0.23, -1.36], [0.40, -0.49, -1.33], [0.17, 1.08, -0.85], [0.32, -0.13, 0.43], [0.13, 0.39, -0.50], [0.10, -0.39, 0.84], [-0.28, -0.19, 0.52], [-0.37, 0.92, 1.36], [-0.25, -0.34, 0.58], [0.13, 0.44, 0.35], [-1.76, 0.86, 1.42], [-0.22, 0.61, -0.62], [0.31, -0.64, -1.33], [0.20, -0.04, 0.69], [-0.04, 0.26, -0.15], [-0.03, -0.06, 0.31], [0.83, -0.97, -1.25], [0.63, -0.58, 0.23], [-0.09, 0.02, 0.28], [-0.13, -0.70, -0.13], [0.47, -1.60, -0.07], [-0.57, 1.36, 0.36], [0.38, 0.19, -1.25], [0.14, 0.73, 0.11], [-0.03, -0.17, -0.12], [0.07, -0.20, 0.28], [0.18, -0.02, -0.23], [-0.23, 0.32, 0.08], [-0.10, 0.03, 0.98], [-1.31, -2.24, -0.40], [-0.40, -0.51, 2.13], [-0.16, 1.05, -0.92], [0.32, 0.92, -0.09], [0.56, -0.50, 0.32], [-0.42, 0.21, -0.38], [-0.38, 0.50, 0.04], [0.72, 0.58, 0.01], [0.22, -0.41, -0.15], [0.14, 0.30, -0.27]],
  "lumo_ev": 0.34,
  "charge": 0,
  "homo_ha": -0.3082,
  "spin_multiplicity": 1,
  "smiles": "CC1(C)CCCC(C)(C)N1O.CC1(C)CCCC(C)(C)N1O.CC1(C)CCCC(C)(C)N1O.CC1(C)CCCC(C)(C)N1O.OCCO.OCCO.OCCO.OCCO"
}


# 5
{
  "formula": "C3H4O2",
  "method": "ωB97M-V/def2-TZVPD",
  "elements": ["C", "C", "C", "O", "O", "H", "H", "H", "H"],
  "coordinates": [[1.195, -0.262, -1.337], [0.267, -0.454, 0.268], [-1.018, 0.366, 0.706], [1.255, -0.647, -2.436], [1.333, 0.462, -0.311], [0.672, -1.215, 0.868], [-1.819, -0.370, 0.565], [-1.025, 1.273, 0.002], [-0.860, 0.847, 1.674]],
  "forces_ev_per_a": [[-4.31, -1.82, 3.50], [-1.34, 1.13, -3.29], [2.77, 0.16, -2.16], [1.06, 0.82, -0.17], [2.38, 1.40, -0.28], [0.79, -0.40, 0.98], [-0.25, 0.90, 0.44], [-0.65, -1.56, 0.64], [-0.44, -0.63, 0.33]],
  "lumo_ev": 0.78,
  "charge": 0,
  "homo_ha": -0.3092,
  "spin_multiplicity": 1,
  "smiles": "C[C@@H]1OC1=O"
}


# 6
{
  "formula": "CHNaO2Rb",
  "method": "ωB97M-V/def2-TZVPD",
  "elements": ["O", "C", "O", "Na", "Rb", "H"],
  "coordinates": [[2.343, 0.936, 3.475], [0.727, -0.339, -0.781], [-0.525, -0.217, -0.659], [-3.678, -0.857, -2.200], [0.141, 1.442, 1.851], [0.992, -0.963, -1.686]],
  "forces_ev_per_a": [[-0.62, 0.16, -0.39], [-4.40, 0.02, -0.31], [3.66, -0.13, -0.06], [0.29, 0.03, 0.11], [0.67, -0.22, 0.37], [0.40, 0.14, 0.27]],
  "lumo_ev": [-0.52, -2.03],
  "charge": 0,
  "homo_ha": [-0.2465, -0.1972],
  "spin_multiplicity": 2
}


What are the relative energy (zero: lowest compared OMol25 entry of this formula, charge and spin) values for these records? In order: 480.1 300.1 196.5 199.7 323.4 174.2 kJ/mol.